Entry 1:
This record from the OMol25 dataset describes a structure of composition C46H64N5P2SY. The level of theory is wB97M-V/def2-TZVPD.

For the largest force on an atom, the calculation gives 0.645 eV Å⁻¹. For the relative energy (zero: lowest compared OMol25 entry of this formula, charge and spin), the calculation gives 0.0 kcal per mole. The value obtained for the gap between HOMO and LUMO is 6.62 eV. The LUMO energy is -4.9 eV.

```
! RIJCOSX wB97M-V def2-TZVPD def2/J DEFGRID3
* xyz 2 1
Y 0.15038 0.17389 0.18100
C -2.26521 2.63966 0.35361
N -2.05735 1.25430 0.83068
C -2.12519 1.21430 2.30378
C -1.78142 -0.14084 2.86749
C -2.36635 -0.58745 4.04002
C -2.00457 -1.82707 4.54452
C -1.08815 -2.59440 3.84304
C -0.55698 -2.08112 2.67572
N -0.87418 -0.87047 2.19878
C -3.04746 0.34247 0.21130
C -2.84455 0.34492 -1.27988
C -3.88761 0.54315 -2.16697
C -3.60649 0.61947 -3.52306
C -2.29096 0.51104 -3.94236
C -1.30530 0.30423 -2.99370
N -1.57353 0.20383 -1.68632
C -1.10452 3.24069 -0.40565
C -1.21877 4.54535 -0.86455
C -0.15569 5.11963 -1.53625
C 1.00164 4.37546 -1.71731
C 1.03970 3.08810 -1.22494
N 0.00346 2.51652 -0.59001
H -2.48727 3.29005 1.20333
H -3.14861 2.67599 -0.28757
H -3.11590 1.51663 2.66239
H -1.40387 1.94682 2.68129
H -3.09736 0.02760 4.54688
H -2.44400 -2.19315 5.46257
H -0.79248 -3.57549 4.18522
H 0.14442 -2.65562 2.08627
H -4.07115 0.64550 0.45747
H -2.90414 -0.66815 0.60130
H -4.90025 0.63943 -1.80088
H -4.40307 0.77762 -4.23773
H -2.02228 0.58867 -4.98621
H -0.26644 0.22915 -3.27981
H -2.13100 5.10054 -0.68954
H -0.22353 6.13485 -1.90339
H 1.86431 4.78556 -2.22215
H 1.92698 2.47803 -1.31156
C 3.60170 -3.57793 -1.41298
C 2.71085 -3.08931 -0.27316
C 2.65869 -4.10956 0.86368
P 1.02324 -2.49473 -0.76665
C -0.04107 -3.90074 -1.31587
C 0.63528 -5.03230 -2.09301
C -0.79650 -4.47165 -0.10971
C 1.39092 -1.50891 -2.26019
C 1.08332 -1.90713 -3.56536
C 1.43118 -1.14528 -4.66839
C 1.13993 -1.60922 -6.06708
C 2.08833 0.06906 -4.43426
C 2.36864 0.49940 -3.15368
C 2.03239 -0.27892 -2.03122
N 2.23286 0.14640 -0.69762
C 3.47710 0.65630 -0.30492
C 4.63962 0.49731 -1.06773
C 5.86072 0.97404 -0.62483
C 5.99925 1.62202 0.60008
C 7.32352 2.15547 1.06931
C 4.85583 1.74658 1.37675
C 3.60866 1.29225 0.95086
P 2.17059 1.29027 2.06243
C 2.00136 2.93685 2.90474
C 3.13146 3.34754 3.85060
C 1.73131 4.06537 1.91191
C 2.72562 0.18207 3.43061
C 1.70779 0.14661 4.56908
C 3.00805 -1.20929 2.87432
H 4.61448 -3.71424 -1.02897
H 3.65509 -2.86403 -2.23481
H 3.27004 -4.53587 -1.80933
H 3.14468 -2.16130 0.11123
H 2.28898 -5.07383 0.51564
H 2.03383 -3.78769 1.69855
H 3.66431 -4.27138 1.25450
H -0.78356 -3.41113 -1.95981
H 1.27274 -5.62588 -1.43853
H 1.24423 -4.68724 -2.92602
H -0.12830 -5.70333 -2.49056
H -0.10923 -4.92165 0.60795
H -1.48470 -5.25122 -0.43852
H -1.38944 -3.70836 0.39404
H 0.56826 -2.84470 -3.72998
H 0.46839 -2.46632 -6.07010
H 2.05978 -1.90425 -6.57439
H 0.68655 -0.81448 -6.66071
H 2.37917 0.68823 -5.27465
H 2.88514 1.44008 -3.01267
H 4.59342 -0.02590 -2.01327
H 6.73459 0.82714 -1.24828
H 8.14043 1.76938 0.46252
H 7.51387 1.87956 2.10690
H 7.35076 3.24484 1.00776
H 4.94717 2.19921 2.35751
H 1.09258 2.78108 3.50237
H 3.99813 3.70122 3.29292
H 3.45133 2.55365 4.52342
H 2.78951 4.17891 4.46911
H 2.54046 4.14246 1.18273
H 1.67572 5.01693 2.44188
H 0.79410 3.92743 1.37408
H 3.66811 0.59269 3.80296
H 0.71487 -0.13345 4.20687
H 1.62274 1.10686 5.07770
H 2.00704 -0.59176 5.31445
H 2.10662 -1.64366 2.43544
H 3.34643 -1.87558 3.66928
H 3.77949 -1.18114 2.10393
C -5.05836 -4.14789 -0.89928
S -3.81219 -2.86690 -1.14193
C -3.54652 -3.02585 -2.91837
H -5.95864 -3.91703 -1.46480
H -5.29915 -4.16809 0.16137
H -4.67131 -5.12118 -1.19470
H -3.20731 -4.03070 -3.16712
H -2.77481 -2.30922 -3.19927
H -4.45855 -2.79984 -3.46898
*
```



Entry 2:
This record from the OMol25 dataset describes a cluster of 8 separate species, C46H67IN9O in total. The level of theory is wB97M-V/def2-TZVPD.

For the largest force on an atom, the calculation gives 2.668 eV Å⁻¹. The value obtained for the gap between HOMO and LUMO is 6.25 eV. The LUMO energy is -3.1 eV.

```
! RIJCOSX wB97M-V def2-TZVPD def2/J DEFGRID3
* xyz 1 1
C 1.78620 -1.82011 2.25534
C 1.39842 -1.60662 0.94713
C 1.00429 -2.77707 0.08901
C 0.20673 -2.33690 -1.10455
C -1.09593 -2.66894 -1.33245
N -1.48189 -2.00885 -2.49258
C -2.85392 -2.09843 -3.00805
C -3.75017 -1.02442 -2.36124
C -4.63038 -1.55887 -1.22989
C -5.35233 -0.39137 -0.58842
O -4.37955 0.44656 0.02149
C -0.44628 -1.32175 -2.95574
C -0.46831 -0.48772 -4.18252
C -1.14231 0.88360 -3.98760
C -0.35567 1.86706 -3.11308
C -0.56415 1.60446 -1.59709
C -0.93963 3.26087 -3.41155
N 0.61938 -1.50694 -2.13901
C 1.92366 -0.86053 -2.37096
C 3.16227 -1.68499 -1.96294
C 3.98800 -0.94035 -0.90943
I 5.24308 0.50635 -1.91485
H 1.01584 -2.16613 2.94447
H 2.80035 -1.77361 2.64128
H 1.30013 -0.61629 0.50457
H 0.32736 -3.39533 0.69712
H 1.85044 -3.41125 -0.15039
H -1.75977 -3.29356 -0.76678
H -2.85898 -1.93306 -4.07974
H -3.20545 -3.09519 -2.76412
H -4.38273 -0.59624 -3.13851
H -3.15012 -0.22455 -1.93817
H -3.97628 -1.98691 -0.46667
H -5.36544 -2.28144 -1.57684
H -5.88520 0.15418 -1.37642
H -6.08692 -0.71272 0.15136
H -4.81442 1.11545 0.55327
H 0.53189 -0.30635 -4.55940
H -1.00027 -1.01074 -4.97673
H -2.14411 0.82612 -3.56426
H -1.25916 1.30507 -4.98621
H 0.70163 1.88959 -3.37763
H 0.38630 1.35035 -1.12856
H -1.20962 0.74252 -1.42301
H -0.99690 2.46923 -1.10844
H -0.73760 3.56128 -4.43940
H -2.02625 3.20064 -3.33263
H -0.55156 3.99900 -2.71690
H 1.94965 0.10194 -1.86611
H 1.98728 -0.66809 -3.43310
H 3.79616 -1.74796 -2.84260
H 2.93195 -2.70738 -1.68104
H 4.64211 -1.58071 -0.33107
H 3.38655 -0.32874 -0.25202
N -5.74515 4.07502 1.71653
C -5.54564 4.52714 2.99318
C -4.71282 5.60974 2.92633
C -4.40158 5.82338 1.55327
C -5.05438 4.86015 0.83287
H -6.31573 3.28937 1.46732
H -6.01034 4.04190 3.83405
H -4.36783 6.18811 3.76703
H -3.77308 6.59706 1.14201
H -5.08811 4.66806 -0.22587
N -1.43269 6.27689 3.48996
C -0.25758 6.96989 3.38612
C 0.30401 7.04050 4.63265
C -0.56610 6.35860 5.52462
C -1.62664 5.89730 4.78793
H -2.05953 6.07557 2.73120
H 0.07684 7.35359 2.43761
H 1.23298 7.52585 4.87916
H -0.42531 6.22503 6.58475
H -2.50024 5.33416 5.07235
N -2.31957 4.69101 8.15823
C -3.48005 5.26047 8.60724
C -3.75750 4.73262 9.83943
C -2.72021 3.81085 10.14819
C -1.84839 3.80964 9.09280
H -1.88161 4.89082 7.27879
H -4.00547 5.98928 8.01394
H -4.60710 4.98011 10.45319
H -2.62575 3.21907 11.04297
H -0.93766 3.26025 8.92702
N 1.04088 1.92447 -8.78615
C 2.19668 1.23007 -8.56024
C 2.46885 1.29119 -7.21995
C 1.43033 2.05169 -6.61480
C 0.56357 2.42583 -7.60826
H 0.60952 2.04962 -9.68355
H 2.72599 0.75681 -9.36896
H 3.31746 0.84427 -6.72892
H 1.33504 2.29767 -5.56927
H -0.34387 3.00467 -7.57830
N 4.17354 -1.52420 5.34221
C 4.18459 -2.89693 5.32177
C 5.22133 -3.31786 6.10872
C 5.85755 -2.15739 6.62889
C 5.18738 -1.06871 6.14060
H 3.52127 -0.94261 4.85076
H 3.45730 -3.45032 4.75161
H 5.49402 -4.34292 6.29449
H 6.70889 -2.12772 7.28744
H 5.34396 -0.01459 6.29141
N 4.59409 -5.06963 -5.30628
C 5.76531 -5.77169 -5.22705
C 6.16049 -5.78840 -3.91694
C 5.18647 -5.07082 -3.17250
C 4.23367 -4.64171 -4.05793
H 4.08124 -4.89613 -6.15026
H 6.21605 -6.19732 -6.10668
H 7.04735 -6.26297 -3.53330
H 5.18764 -4.89327 -2.10930
H 3.33180 -4.07234 -3.90718
N -0.36639 -6.49640 -0.63190
C -0.93486 -7.50477 0.10243
C 0.07592 -8.27402 0.60904
C 1.30400 -7.71014 0.16685
C 0.99942 -6.61525 -0.59325
H -0.87041 -5.78477 -1.12454
H -2.00381 -7.58761 0.19858
H -0.04824 -9.14646 1.22754
H 2.29566 -8.06978 0.38301
H 1.63413 -5.91514 -1.11103
*
```



Entry 3:
This record from the OMol25 dataset describes a structure of composition C46H69BaBrClGeN6O3P3. The level of theory is wB97M-V/def2-TZVPD.

For the largest force on an atom, the calculation gives 1.576 eV Å⁻¹. For the relative energy (zero: lowest compared OMol25 entry of this formula, charge and spin), the calculation gives 22.6 kcal per mole. The value obtained for the gap between HOMO and LUMO (spin up / spin down) is 7.80 / 5.47 eV. The LUMO energy (spin up / spin down) is -1.5 / -3.8 eV.

```
! RIJCOSX wB97M-V def2-TZVPD def2/J DEFGRID3
* xyz 1 2
Ba -1.79344 1.27406 -0.55700
C -1.32814 -2.27746 3.70691
C -2.06052 -1.44166 2.66357
C -3.57353 -1.49618 2.87961
P -1.54936 0.32992 2.46183
C 0.25567 0.29349 2.90999
N 1.03400 -0.52459 2.00151
Ge 1.02521 -0.52357 0.09060
N 2.89086 -0.51762 -0.41562
C 3.56020 0.65731 -0.93963
P 2.73613 2.23683 -0.46926
C 3.31536 3.33507 -1.86200
C 4.83012 3.38207 -2.06323
C 2.63525 2.98333 -3.18016
C 3.79734 2.81913 0.93447
C 3.48066 2.01881 2.19002
C 3.59770 4.31119 1.18860
C 3.29033 -1.71289 -0.99124
C 4.29167 -1.88499 -1.94796
C 4.54254 -3.14893 -2.46941
C 3.82202 -4.25678 -2.06540
C 2.83452 -4.11096 -1.09331
C 2.58933 -2.86034 -0.57802
N 1.63983 -2.59981 0.48987
C 2.38618 -2.42729 1.75219
C 3.39023 -3.29471 2.12999
C 4.03374 -3.10199 3.34803
C 3.66057 -2.04061 4.15295
C 2.67080 -1.15256 3.76166
C 2.01866 -1.32762 2.54171
C 0.55589 -3.55085 0.57278
C 0.37425 -4.35276 1.67944
C -0.65805 -5.28735 1.72356
C -1.51212 -5.44060 0.64284
C -1.35628 -4.64539 -0.46755
C -0.34393 -3.64612 -0.54773
N -0.17297 -2.79763 -1.55845
C -1.01068 -2.84402 -2.72010
P -2.22523 -1.43874 -2.63071
C -2.57593 -0.99807 -4.41668
C -1.90263 -1.85082 -5.48510
C -2.28114 0.48394 -4.64149
C -3.83605 -2.18937 -2.10230
C -4.28323 -3.40960 -2.89845
C -3.88143 -2.43073 -0.59968
C -2.32545 1.30374 3.82771
C -2.04771 2.78765 3.59615
C -1.97570 0.90594 5.25885
H -1.70543 -3.30155 3.68065
H -1.48990 -1.90081 4.71699
H -0.25369 -2.31974 3.52866
H -1.84277 -1.88003 1.68000
H -3.82836 -1.22640 3.90581
H -3.93875 -2.50934 2.70650
H -4.12187 -0.82392 2.21481
H 0.31299 -0.14775 3.91064
H 0.62548 1.31942 3.01410
H 3.51609 0.65684 -2.03709
H 4.61866 0.64739 -0.64958
H 2.97298 4.33454 -1.56634
H 5.20605 2.41311 -2.39760
H 5.38074 3.66619 -1.16863
H 5.08002 4.10397 -2.84323
H 2.97495 2.02451 -3.56952
H 2.87333 3.74611 -3.92445
H 1.55475 2.92023 -3.08590
H 4.84191 2.63107 0.66430
H 2.44542 2.19569 2.48878
H 4.11937 2.33227 3.01812
H 3.61254 0.94416 2.04633
H 2.53936 4.54178 1.33168
H 3.96449 4.92939 0.37074
H 4.12468 4.61508 2.09512
H 4.88263 -1.04811 -2.29003
H 5.32338 -3.25251 -3.21159
H 4.02724 -5.23183 -2.48439
H 2.26857 -4.96473 -0.74382
H 3.66244 -4.11237 1.47733
H 4.82423 -3.77329 3.65137
H 4.16032 -1.88075 5.09960
H 2.43434 -0.30853 4.39598
H 1.03719 -4.26858 2.52687
H -0.77444 -5.90583 2.60302
H -2.29860 -6.18262 0.67548
H -2.02868 -4.76037 -1.30468
H -1.49390 -3.80286 -2.93419
H -0.36658 -2.60984 -3.57410
H -3.65895 -1.13632 -4.51060
H -0.82384 -1.68057 -5.50964
H -2.29166 -1.58095 -6.46773
H -2.07101 -2.91859 -5.34161
H -1.21070 0.69335 -4.54812
H -2.81164 1.12201 -3.92927
H -2.58383 0.79313 -5.64324
H -4.52921 -1.36255 -2.31393
H -3.65541 -4.28034 -2.69668
H -4.26695 -3.23406 -3.97506
H -5.30295 -3.68478 -2.62533
H -3.11701 -3.13354 -0.26206
H -4.85048 -2.84949 -0.32055
H -3.76766 -1.49660 -0.05039
H -3.39885 1.15259 3.66713
H -0.99498 3.02586 3.77270
H -2.63669 3.39466 4.28520
H -2.30946 3.09856 2.58207
H -0.90200 0.97228 5.44487
H -2.29870 -0.10433 5.50185
H -2.46444 1.58264 5.96162
O -1.23272 8.20704 -0.39267
C -1.05306 6.88100 -0.29164
C -0.76792 6.23443 0.91192
C -0.60741 4.86416 0.89562
N -0.70437 4.10924 -0.20207
C -0.96563 4.76656 -1.31001
Br -1.07985 3.71568 -2.91474
C -1.15602 6.12257 -1.45696
H -1.14454 8.63014 0.46995
H -0.67357 6.77937 1.84079
H -0.37776 4.33569 1.81283
H -1.37198 6.58169 -2.40791
Cl -5.57130 2.73499 1.95527
C -5.73762 2.71378 0.18109
C -4.41614 2.21373 -0.37367
O -3.51781 3.04695 -0.64456
O -4.25327 0.97206 -0.46318
H -5.95009 3.72934 -0.13720
H -6.54503 2.02943 -0.05814
N 1.46720 -0.39151 -3.46529
H 1.58530 -0.46099 -4.46933
H 0.48153 -0.25645 -3.27061
H 1.73176 -1.28172 -3.05277
*
```



| no. | molecular weight (Da) |
| --- | --- |
| 1 | 869.97 |
| 2 | 889.01 |
| 3 | 1172.31 |